No. 1
{
  "formula": "C25H22O20P2S2",
  "method": "ωB97M-V/def2-TZVPD",
  "e_homo_ev": -9.351,
  "smiles": "CS(=O)(=O)PP(O)(O)=S.O=C1C=C(O)C(=O)C=C1O.O=C1C=C(O)C(=O)C=C1O.O=C1C=C(O)C(=O)C=C1O.O=C1C=C(O)C(=O)C=C1O",
  "total_charge": 0,
  "elements": ["H", "O", "O", "C", "C", "O", "H", "C", "O", "C", "C", "O", "C", "C", "C", "H", "C", "H", "O", "C", "C", "C", "C", "H", "C", "O", "H", "P", "C", "H", "H", "C", "H", "H", "C", "O", "C", "H", "H", "O", "O", "O", "H", "H", "O", "H", "C", "H", "H", "H", "S", "O", "O", "O", "C", "C", "H", "O", "O", "S", "C", "H", "C", "C", "O", "C", "H", "P", "O", "H", "O"],
  "positions_angstrom": [[-6.8768, -0.3287, -4.8974], [-0.6332, -0.4800, -4.1562], [-1.2738, 0.9865, 5.9367], [0.1784, 1.5556, -5.0245], [0.7097, 0.1323, 1.0082], [6.9553, 1.6975, -0.7785], [-1.0625, 1.1583, 4.9971], [-1.8243, -1.1628, 0.3915], [-4.8135, 0.2989, -7.0639], [0.5181, -1.2922, 1.2289], [-1.9796, -2.3659, 7.2082], [3.6836, 0.7086, 2.4312], [-1.7844, -0.9255, 7.1883], [-1.4697, -0.3177, 6.0375], [-4.6668, 0.5784, -2.4580], [4.4421, 1.3273, -0.0163], [1.1017, 0.4833, -2.9091], [-5.5882, -0.1591, -7.4495], [-4.1798, -1.9612, -2.5600], [5.9099, 0.7600, 3.1250], [0.1617, 0.4326, -4.0141], [1.9406, 2.6556, -3.7833], [-1.7985, -3.1294, 5.9239], [1.6748, 0.5568, 1.2474], [1.0178, 2.5948, -4.9025], [-1.9731, -4.4338, 6.0268], [-3.9335, 0.5581, -1.6677], [-5.9231, -1.3565, -4.7429], [-1.6348, 0.2597, 0.1991], [-1.0800, 2.4429, -0.0471], [-2.1936, -4.6061, 6.9647], [1.9389, 1.5226, -2.7948], [4.4989, 0.4028, 4.2680], [1.0910, -0.3346, -2.2025], [-1.3121, -1.0797, 4.7513], [-2.2789, -2.9960, 8.2026], [7.2062, 0.9247, 2.8321], [1.0400, 3.4062, -5.6153], [-2.7835, -1.5895, 0.1313], [-0.2072, 2.1663, 0.2940], [2.7220, 3.5669, -3.5934], [-0.8975, -3.1979, 1.0884], [-1.3593, -3.0585, 3.8438], [7.9867, 0.8325, 3.5735], [-0.6762, 1.4557, -6.0280], [-2.7729, -0.2995, -4.5279], [-0.3002, 0.8616, 0.5257], [7.9300, 1.7544, -0.7095], [-4.2073, 0.9934, -3.3377], [-1.9017, -0.3874, 8.1177], [-5.2616, -1.0525, -2.7265], [-3.3070, 0.2689, -5.1192], [5.4722, 0.4728, 4.3389], [2.8193, 1.6386, -1.8169], [5.2238, 1.2232, 0.7235], [4.8348, 0.8889, 2.0821], [3.2915, 2.4819, -1.9747], [-1.0412, -0.4444, 3.7485], [1.3721, -2.0312, 1.6775], [-3.3207, -2.1861, -6.7620], [6.5199, 1.3907, 0.4309], [-0.0220, -3.4692, 1.4329], [7.5990, 1.2397, 1.4688], [-0.8140, -1.8956, 0.8772], [-6.4045, -1.2647, -1.9240], [-1.4864, -2.5196, 4.7723], [-1.1772, 0.6270, -5.9001], [-4.2279, -0.6994, -5.9707], [8.7503, 1.3926, 1.1118], [-5.5018, 1.1935, -2.1614], [-2.4972, 1.0077, -0.2369]],
  "forces_ev_per_angstrom": [[0.305, 0.449, 0.144], [-0.332, 0.157, -0.234], [0.059, 0.154, -0.210], [0.146, 0.236, -0.063], [0.225, -0.165, 0.002], [0.245, 0.047, -0.112], [-0.010, -0.001, 0.034], [-0.179, 0.191, -0.111], [-0.955, 0.233, 0.176], [0.125, 0.587, 0.036], [0.054, 0.554, 0.095], [-0.080, -0.004, 0.273], [-0.055, -0.181, 0.144], [-0.050, 0.014, 0.264], [-0.285, 0.515, -0.067], [0.018, -0.065, 0.008], [-0.128, -0.092, -0.067], [0.478, 0.511, -0.213], [1.432, -0.633, -0.322], [0.266, -0.007, 0.067], [0.302, -0.076, 0.384], [-0.288, 0.090, -0.435], [0.055, 0.004, -0.270], [0.005, 0.004, 0.044], [0.153, 0.090, 0.146], [-0.066, -0.168, 0.216], [0.144, -0.263, 0.379], [-0.505, -0.893, -0.282], [-0.125, -0.525, -0.017], [0.012, -0.018, 0.024], [0.000, 0.001, -0.037], [-0.159, -0.273, 0.080], [0.037, -0.016, 0.004], [0.014, -0.002, 0.019], [-0.050, -0.577, -0.092], [-0.022, -0.264, 0.014], [0.187, 0.046, -0.138], [-0.033, -0.007, -0.030], [0.022, -0.041, -0.014], [-0.141, 0.162, -0.097], [0.175, 0.006, 0.193], [0.143, -0.188, 0.155], [-0.035, -0.033, 0.004], [-0.013, -0.015, 0.026], [-0.087, -0.327, 0.105], [0.355, 0.208, -0.090], [0.212, -0.009, 0.080], [-0.034, -0.006, -0.011], [0.039, 0.011, -0.294], [-0.002, 0.031, -0.007], [0.534, 0.582, -0.231], [0.232, 0.186, 0.225], [-0.254, -0.040, 0.102], [0.232, 0.201, 0.104], [-0.204, -0.014, 0.118], [0.057, 0.124, -0.578], [-0.044, 0.014, -0.036], [0.061, 0.262, -0.050], [-0.034, -0.282, 0.010], [-0.084, -0.119, 0.353], [-0.261, -0.018, -0.034], [-0.011, 0.009, -0.037], [-0.050, -0.119, 0.534], [-0.232, 0.022, -0.088], [-1.784, 0.031, 0.870], [0.069, 0.188, -0.164], [-0.071, 0.071, -0.127], [0.396, -1.026, -0.745], [0.080, 0.072, -0.240], [-0.318, 0.140, 0.070], [0.110, 0.265, 0.042]]
}

---

No. 2
{
  "formula": "C16H36NO12P",
  "method": "ωB97M-V/def2-TZVPD",
  "e_homo_ev": 2.318,
  "relative_energy_kj_mol": 0.00,
  "total_charge": -2,
  "elements": ["C", "H", "C", "O", "H", "C", "O", "H", "H", "C", "H", "C", "O", "H", "C", "O", "C", "H", "O", "C", "H", "O", "H", "H", "H", "H", "H", "H", "H", "C", "H", "H", "P", "O", "C", "O", "H", "H", "H", "C", "H", "H", "H", "H", "H", "C", "H", "O", "H", "N", "H", "H", "H", "H", "H", "C", "C", "O", "O", "C", "H", "H", "C", "H", "H", "O"],
  "positions_angstrom": [[-0.9858, 2.5005, -1.3342], [-0.6038, 1.4175, 2.4368], [0.2402, 2.1725, -2.1442], [2.4862, -1.7115, -1.1682], [2.7192, 6.6445, 4.0828], [-1.7408, -2.3875, -0.5222], [-3.3278, -2.5475, -2.1312], [-1.6118, -3.4105, -0.5442], [1.4082, 0.0135, 2.4358], [1.9552, 1.9095, 4.3888], [0.4742, -4.2835, -0.7522], [1.8172, -2.7535, -1.5062], [-0.2978, -0.7875, 3.9488], [2.3752, -4.4865, -0.4072], [-1.7688, 2.0365, 0.8798], [-1.5938, -1.0625, -2.4432], [-3.8308, -2.3615, -3.4242], [-4.9398, -4.3095, -3.1992], [-0.2878, -3.0735, 4.9208], [-2.1938, -1.9485, -1.8982], [0.2732, 1.0655, -2.3122], [1.5832, -2.0975, 3.8348], [-2.1578, 1.9995, 3.2328], [-1.7908, 2.0425, -1.8982], [1.1542, -3.1965, 0.3428], [4.1282, 5.9165, 3.8118], [0.2192, 2.5405, -3.1462], [-1.9398, 0.3865, 2.2828], [-2.5438, -2.3835, 0.2478], [0.6982, -2.3125, -5.0022], [3.6172, 7.0575, 2.5498], [1.8372, -0.0175, 0.7858], [0.1042, -2.1465, 3.6518], [-0.2868, -2.5345, 2.3198], [1.4432, -3.8285, -0.5612], [2.3402, 4.1375, 3.5508], [-5.7698, -2.6625, -2.7962], [1.5292, 5.4215, 2.5018], [1.6732, 2.3745, 5.3358], [-1.5558, 1.4565, 2.3138], [-0.4318, -2.3845, -4.8952], [-3.1418, -2.8345, -4.1362], [-5.7448, -3.0895, -4.3212], [0.9542, 1.2235, 4.2058], [1.3182, -0.8895, -3.4792], [1.9812, 2.8745, 3.1948], [2.8312, 1.2965, 4.2158], [1.6482, 2.5225, 2.0628], [-0.7908, -1.9965, -0.2292], [1.2922, -0.3485, 1.5178], [2.8512, 4.9085, 1.6298], [1.4892, -1.3045, 1.5448], [1.2532, -3.2725, -5.2642], [-3.8258, -1.3045, -3.7142], [1.0342, -1.8415, -5.8472], [-5.2028, -3.1715, -3.4422], [1.3542, -1.9155, -3.6902], [-0.7668, 1.9665, -0.0512], [1.2062, -2.9775, -2.6712], [2.4462, 5.1075, 2.5608], [0.2042, -0.5205, 1.3198], [-0.9648, 3.5495, -1.2912], [3.2742, 6.2365, 3.2568], [1.1662, 2.4765, -1.7672], [2.4962, -1.8775, -4.0022], [-2.7798, 2.7765, 0.6288]],
  "forces_ev_per_angstrom": [[1.386, -0.690, -0.885], [6.030, -0.433, 1.478], [-0.470, -2.734, -0.875], [-2.326, -3.785, -2.188], [-0.800, 0.583, 0.018], [-1.063, 0.512, -0.028], [-1.035, -0.213, -1.431], [0.544, -2.582, -0.261], [-0.004, 0.177, 1.439], [-3.561, -0.502, -2.068], [0.536, -0.621, -0.636], [1.159, 3.229, 1.709], [-3.210, 7.693, 0.278], [-1.829, 0.768, 0.202], [-3.370, 4.175, 0.410], [-0.638, 0.151, -2.391], [-1.198, -1.490, -1.773], [-0.909, 2.666, -0.256], [-1.216, 0.125, -2.217], [2.183, 0.747, 5.171], [0.165, 0.675, 0.422], [5.551, 0.041, -1.574], [1.579, -1.107, -2.899], [-0.734, 0.294, 0.566], [0.830, -1.281, -0.050], [0.971, -0.917, -0.259], [-0.531, 0.711, -0.787], [0.659, 1.045, 0.384], [0.658, 0.889, -0.352], [-0.882, -3.380, 2.446], [-0.629, -0.923, 0.795], [0.867, 1.601, -1.572], [1.614, -4.418, 9.333], [-2.216, -2.072, -7.421], [0.956, 0.865, 2.023], [0.724, -2.257, 0.146], [-2.345, 1.098, 3.291], [-5.207, 2.256, -1.323], [1.161, 0.035, 0.016], [-7.257, -0.064, -1.229], [1.482, -0.143, -0.520], [0.010, 0.007, 0.054], [-0.540, -0.100, -2.231], [2.440, 0.743, 0.251], [-1.401, 1.140, 1.656], [-1.379, -1.357, -0.031], [0.085, -0.406, 0.976], [1.145, 1.440, 1.454], [0.110, 0.680, 0.482], [-4.348, -0.846, -1.116], [0.830, -1.376, -1.665], [0.832, -2.700, 1.385], [-1.608, 0.167, 0.590], [-0.617, -0.095, 0.301], [0.377, 2.519, -1.713], [4.880, -2.185, -0.485], [4.089, -1.437, -2.164], [-0.678, -1.429, 1.815], [0.122, 2.580, -1.823], [4.271, 1.473, 2.961], [2.441, 0.820, 0.825], [-1.079, 1.563, 0.286], [-0.171, 0.814, -1.202], [1.307, 0.525, 1.135], [-1.672, -0.577, 0.857], [2.928, -2.687, 0.266]]
}

---

No. 3
{
  "formula": "C4H8NO2S",
  "method": "ωB97M-V/def2-TZVPD",
  "e_homo_ev": [-9.447, -9.435],
  "relative_energy_kj_mol": 623.59,
  "multiplicity": 2,
  "total_charge": 0,
  "elements": ["C", "H", "H", "C", "H", "O", "H", "C", "H", "H", "H", "N", "C", "H", "O", "S"],
  "positions_angstrom": [[2.2461, 0.1301, 0.3359], [-1.3966, -0.6313, -0.9765], [-0.1752, 1.6439, -1.6055], [-0.2463, -0.6222, 0.6366], [-0.0598, -0.1102, 1.5982], [2.4954, -0.9815, 0.7751], [-1.8757, 1.4544, 0.8451], [-1.6398, -0.8927, 0.1126], [0.9596, -0.3421, -1.3964], [-1.9072, -1.9473, 0.1391], [0.7096, 1.2395, -0.0145], [-0.1989, 0.6285, -1.7057], [0.7261, 0.2401, -0.4520], [0.3776, -1.5059, 0.5955], [2.7585, 1.1911, 0.6518], [-2.7733, 0.5056, 0.4608]],
  "forces_ev_per_angstrom": [[5.506, -0.416, 4.889], [-1.132, -1.426, 1.175], [-0.051, 0.207, -0.639], [2.324, -0.070, -1.268], [-0.541, -0.370, -0.353], [-1.627, 0.005, -2.089], [-0.088, -0.683, -0.112], [1.916, 2.108, -2.590], [1.672, 0.131, 0.958], [-0.802, 0.435, 0.726], [1.077, -0.254, -0.517], [-0.055, 0.584, 0.416], [-5.861, 0.183, 0.195], [-0.431, -0.595, 0.723], [-1.308, 0.367, -2.043], [-0.599, -0.206, 0.528]]
}

---

| no. | energy (a.u.) |
| --- | --- |
| 1 | -3949.78350 |
| 2 | -1930.04586 |
| 3 | -760.34894 |